1.
The following is a quantum chemistry calculation of one molecule with the formula C5H8FN in a non-equilibrium geometry, from OMol25.

```
15
Properties=species:S:1:pos:R:3:forces:R:3
C 2.319 -1.822 0.100 2.7 4.6 1.6
C 1.392 -0.934 -0.239 -1.0 -1.1 -0.9
F 0.361 -1.451 -0.992 0.1 -0.1 0.3
C 1.142 0.448 0.089 3.4 1.8 2.5
N 0.179 1.235 0.032 -0.5 0.2 -0.8
C -1.060 0.972 -0.599 -2.6 1.7 0.0
C -2.115 0.758 0.541 0.3 -0.7 -1.5
H 3.347 -1.508 0.573 -2.5 -0.8 -0.8
H 2.074 -2.765 -0.147 -0.2 -3.3 -0.8
H 1.980 0.976 0.687 -0.6 -1.5 -1.0
H -1.199 0.110 -1.226 0.7 -0.1 -0.7
H -1.338 1.936 -1.153 0.4 -1.4 0.5
H -1.683 1.107 1.443 0.1 0.0 1.1
H -2.350 -0.309 0.521 0.2 0.0 0.7
H -3.051 1.248 0.370 -0.4 0.5 -0.2
```
Forces are in eV/Å.

Output
Total energy = -9519.93662 eV
Highest occupied orbital energy = -9.6 eV
HOMO-LUMO gap = 0.3681 hartree
E_LUMO = 0.01503 hartree



2.
The following is a quantum chemistry calculation of a 8-piece molecular cluster, H16O8 overall in a non-equilibrium geometry, from OMol25.

```
24
Properties=species:S:1:pos:R:3:forces:R:3
O 14.542 10.272 15.326 0.7 2.6 0.2
H 14.413 9.343 15.262 -0.3 -2.0 0.0
H 13.690 10.667 15.164 -0.3 0.3 -0.2
O 14.156 7.787 15.379 0.4 -0.3 0.3
H 14.951 7.277 15.168 0.0 -0.3 0.2
H 13.531 7.571 14.705 -0.7 -0.4 -0.7
O 16.451 5.904 15.313 -0.1 0.8 1.1
H 16.679 6.406 16.123 -0.7 -0.4 -0.1
H 17.288 5.971 14.875 0.7 -0.3 -0.9
O 13.622 11.738 17.954 -0.7 0.5 0.8
H 12.736 11.585 18.320 0.4 0.1 0.0
H 13.675 11.121 17.239 0.4 -0.7 -0.8
O 19.070 11.094 14.302 0.1 0.5 -0.5
H 19.076 10.275 14.788 0.0 -0.5 0.4
H 18.408 11.636 14.732 -0.1 0.2 0.1
O 15.024 6.854 18.215 -2.2 -3.2 0.5
H 15.374 5.962 18.415 -0.5 0.7 -0.1
H 15.767 7.370 18.142 2.7 2.5 -0.4
O 16.516 8.965 16.935 0.4 -2.6 1.7
H 16.134 9.700 16.548 -1.6 2.5 -1.2
H 17.382 8.887 16.581 1.3 0.1 -0.1
O 18.637 8.408 15.256 2.6 -1.0 -0.3
H 19.248 7.990 14.598 -0.4 0.6 1.0
H 17.837 8.402 14.785 -2.1 0.2 -1.1
```
Forces are in eV/Å.

Output
Total energy = -16639.55250 eV
Highest occupied orbital energy = -11.1 eV
HOMO-LUMO gap = 0.4013 hartree
E_LUMO = -0.00662 hartree



3.
The following is a quantum chemistry calculation of C31H28N2O4PSTl as an isolated structure, from OMol25.

```
68
Properties=species:S:1:pos:R:3:forces:R:3
Tl -0.557 -0.906 -2.045 -0.4 0.1 0.1
C 1.725 -1.266 -4.849 0.1 -0.1 0.0
C 2.799 -1.612 -3.817 -0.2 -0.1 0.0
C 2.604 -3.009 -3.231 0.1 0.1 0.0
C 2.946 -0.527 -2.728 0.2 0.0 0.0
C 4.413 -0.337 -2.305 -0.1 -0.1 0.0
O 4.376 -0.365 -0.877 0.0 0.1 0.2
C 3.097 -0.654 -0.508 0.1 0.1 -0.3
N 2.254 -0.794 -1.454 0.0 -0.1 0.2
C 2.926 -0.716 0.969 0.0 0.0 0.2
C 4.112 -0.852 1.710 -0.1 -0.1 -0.2
C 4.108 -0.847 3.088 0.0 0.0 0.0
C 2.911 -0.680 3.766 0.0 0.0 0.0
C 1.738 -0.548 3.050 -0.1 0.0 -0.1
C 1.705 -0.582 1.656 0.1 0.0 -0.5
P 0.039 -0.427 0.816 0.3 -0.2 0.8
C -0.758 -1.890 1.599 0.0 0.0 -0.2
C -1.358 -1.935 2.854 0.0 0.0 0.0
C -1.882 -3.125 3.340 0.0 0.1 0.0
C -1.806 -4.287 2.588 0.0 0.0 0.0
C -1.205 -4.259 1.339 0.0 0.0 0.0
C -0.693 -3.067 0.853 0.0 0.1 0.0
C -0.568 1.051 1.702 0.0 0.1 -0.2
C 0.297 2.145 1.771 0.0 -0.1 0.0
C -0.134 3.353 2.293 0.0 0.0 0.0
C -1.442 3.486 2.741 0.0 0.0 0.0
C -2.314 2.412 2.655 0.0 0.0 0.0
C -1.884 1.200 2.131 0.0 0.0 -0.1
H 1.659 -2.058 -5.596 0.0 0.0 0.0
H 1.970 -0.335 -5.362 0.0 0.0 0.0
H 0.738 -1.151 -4.395 0.1 -0.1 -0.1
H 3.753 -1.624 -4.354 0.0 0.1 0.0
H 1.683 -3.078 -2.653 -0.1 0.0 0.0
H 3.431 -3.277 -2.568 0.0 0.0 0.0
H 2.560 -3.745 -4.034 0.0 0.0 0.0
H 2.532 0.409 -3.115 0.1 0.0 -0.1
H 4.841 0.611 -2.625 0.0 0.0 0.0
H 5.054 -1.151 -2.649 0.0 0.0 0.0
H 5.047 -0.962 1.183 0.0 0.0 0.0
H 5.037 -0.960 3.631 0.0 0.0 0.0
H 2.891 -0.643 4.848 0.0 0.0 0.0
H 0.811 -0.398 3.586 -0.1 0.0 0.0
H -1.436 -1.044 3.461 0.0 0.1 0.0
H -2.358 -3.137 4.313 0.0 0.0 0.0
H -2.219 -5.211 2.974 0.0 0.0 0.0
H -1.145 -5.161 0.743 0.0 0.0 0.0
H -0.221 -3.050 -0.124 0.0 -0.1 0.0
H 1.315 2.042 1.409 0.0 0.1 0.1
H 0.543 4.197 2.339 0.0 0.0 0.0
H -1.787 4.432 3.141 0.0 0.0 0.0
H -3.343 2.519 2.976 0.0 0.0 0.0
H -2.584 0.382 2.020 0.0 0.0 0.0
O -6.081 0.826 -2.671 0.0 0.1 -0.1
S -5.992 0.788 -1.221 0.2 0.1 0.2
O -5.602 2.410 -0.730 -0.1 -0.3 0.0
N -4.641 0.001 -0.814 -0.3 -0.1 0.1
C -3.442 0.522 -0.835 0.2 -0.1 0.0
O -2.408 -0.207 -0.658 -0.1 0.2 -0.1
C -3.248 1.986 -1.005 -0.1 -0.1 0.0
C -1.977 2.531 -1.180 0.0 0.1 0.0
C -1.782 3.894 -1.265 0.0 0.0 0.0
C -2.880 4.746 -1.168 -0.1 0.0 0.0
C -4.150 4.230 -1.010 -0.1 0.0 0.0
C -4.344 2.850 -0.930 0.2 0.1 -0.1
H -1.126 1.863 -1.227 0.0 0.0 0.1
H -0.786 4.302 -1.389 0.0 0.0 0.0
H -2.744 5.819 -1.215 0.0 0.0 0.0
H -5.018 4.872 -0.939 0.0 0.0 0.0
```
Forces are in eV/Å.

Output
Total energy = -68589.29000 eV
Highest occupied orbital energy = -8.3 eV
HOMO-LUMO gap = 0.2922 hartree
E_LUMO = -0.01225 hartree



4.
The following is a quantum chemistry calculation of a 6-piece molecular cluster, C29H49BF6N2O13P overall in a non-equilibrium geometry, from OMol25.

```
101
Properties=species:S:1:pos:R:3:forces:R:3
O 3.065 -2.439 -0.623 -2.6 2.0 -8.9
C 2.735 -2.264 -1.925 1.8 -3.8 6.4
O 2.778 -3.457 -2.798 -1.4 2.9 1.9
C 2.322 -0.775 -2.555 1.9 -0.9 -2.4
F 1.508 -0.977 -3.794 2.1 0.9 4.0
F 3.628 -0.173 -3.015 -4.5 -1.6 1.6
C 1.566 0.195 -1.435 2.6 -0.3 2.2
F 0.620 -0.599 -0.618 2.4 2.7 -2.8
F 2.664 0.624 -0.489 -3.7 -1.6 -3.1
C 0.951 1.577 -2.067 1.4 2.6 0.2
F 1.354 2.692 -1.130 -1.7 -3.8 -3.1
F 1.597 1.932 -3.379 -2.2 -1.5 4.6
C -0.681 1.608 -2.219 -4.0 6.5 0.3
O -1.284 2.811 -2.034 4.2 -8.4 -1.2
C -1.654 0.350 -2.618 -1.3 -1.6 -1.4
N -1.903 -0.078 -4.067 -1.8 -2.3 3.9
C -2.841 -1.264 -4.138 0.5 1.1 6.0
O -3.373 -2.024 -5.284 2.3 0.8 4.0
C -3.131 -1.483 -2.539 -0.5 0.3 -2.0
C -4.090 -2.676 -1.909 0.9 0.5 -0.6
B -3.035 -3.828 -1.321 1.3 -1.9 1.0
O -1.585 -3.451 -1.196 -1.8 -1.4 -2.5
O -3.407 -5.208 -0.954 2.5 2.7 -2.1
N -2.431 -0.485 -1.612 0.2 1.1 -9.6
P -2.547 -0.389 0.173 0.2 0.1 5.1
O -4.239 -0.437 0.705 2.3 1.5 -3.9
O -1.990 1.192 0.761 -0.4 -2.2 -2.5
H 2.349 -4.256 -2.342 1.2 1.9 -0.2
H -1.526 0.330 -4.953 0.4 0.1 1.0
H -3.216 -2.999 -5.022 -0.3 2.1 -0.6
H -4.677 -3.177 -2.789 0.9 1.2 1.6
H -4.845 -2.281 -1.107 1.4 -0.7 -1.6
H -1.099 -3.732 -2.048 -1.0 0.7 2.0
H -2.583 -5.780 -1.148 -1.8 1.2 0.9
H -4.755 -0.073 -0.085 0.3 -0.3 1.7
H -1.010 1.288 0.572 -1.4 -0.3 0.5
C 2.656 -1.549 2.606 0.3 0.1 -0.5
C 2.535 -0.828 3.923 0.2 -0.1 0.7
C 1.068 -0.454 3.946 -0.3 0.2 0.0
O 0.369 -1.469 3.213 0.2 0.1 -0.1
C 1.332 -2.276 2.520 -0.2 -0.3 0.1
H 3.516 -2.222 2.551 -0.1 0.1 0.0
H 2.737 -0.821 1.790 0.0 -0.1 0.0
H 2.757 -1.517 4.746 0.0 0.2 -0.1
H 3.197 0.037 4.014 -0.1 -0.1 0.0
H 0.894 0.502 3.442 0.0 0.1 0.1
H 0.668 -0.392 4.962 -0.1 0.0 -0.1
H 1.379 -3.247 3.025 0.0 0.0 -0.1
H 1.006 -2.434 1.488 -0.1 0.0 0.1
C -2.212 6.425 -3.455 0.5 -0.2 0.4
C -2.474 7.081 -4.787 0.0 0.6 -0.3
C -3.405 6.090 -5.450 -0.2 -0.3 -0.3
O -4.152 5.455 -4.403 0.3 0.1 0.0
C -3.550 5.791 -3.146 -0.4 0.0 0.2
H -1.880 7.120 -2.680 0.0 -0.1 -0.1
H -1.447 5.647 -3.569 0.0 0.1 0.1
H -2.991 8.035 -4.634 0.1 -0.1 -0.1
H -1.569 7.272 -5.369 -0.1 0.0 0.0
H -2.845 5.311 -5.980 0.0 0.0 -0.1
H -4.091 6.567 -6.156 0.0 -0.1 0.1
H -4.215 6.497 -2.636 0.1 0.0 0.1
H -3.457 4.892 -2.530 -0.1 0.0 -0.1
C 0.779 2.284 -8.360 -0.4 0.4 -0.3
C 1.929 2.279 -7.387 0.6 -0.1 0.0
C 1.253 1.863 -6.099 0.2 0.2 0.4
O 0.152 1.017 -6.461 -0.2 0.0 0.2
C -0.049 1.114 -7.878 -0.3 -0.4 -0.4
H 1.086 2.188 -9.404 -0.1 0.0 0.2
H 0.208 3.215 -8.255 0.0 -0.1 -0.1
H 2.663 1.521 -7.685 0.0 0.1 0.1
H 2.443 3.240 -7.308 -0.1 -0.1 0.0
H 0.847 2.729 -5.565 0.1 0.0 0.0
H 1.926 1.323 -5.427 -0.2 0.0 -0.3
H 0.291 0.175 -8.328 -0.1 0.1 0.0
H -1.115 1.237 -8.091 0.1 -0.1 0.1
C 5.179 -4.222 6.972 -0.3 -0.6 -0.1
C 6.481 -3.532 6.659 0.6 0.1 0.3
C 6.050 -2.476 5.666 0.0 0.2 -0.4
O 4.701 -2.118 5.998 0.2 -0.3 0.1
C 4.196 -3.072 6.943 -0.2 0.3 0.2
H 5.182 -4.756 7.926 0.0 0.1 -0.1
H 4.939 -4.940 6.178 0.0 0.0 0.1
H 6.875 -3.055 7.564 0.0 -0.1 -0.1
H 7.250 -4.201 6.264 -0.1 0.1 0.0
H 6.049 -2.869 4.643 0.1 0.0 0.0
H 6.685 -1.586 5.697 -0.2 0.0 0.0
H 4.136 -2.577 7.918 -0.1 -0.1 0.0
H 3.191 -3.386 6.648 0.0 0.1 0.0
C -2.182 -0.566 6.333 0.4 -0.3 -0.5
C -3.602 -0.510 6.833 -0.5 0.3 -0.1
C -3.454 -0.988 8.261 0.0 -0.3 0.4
O -2.148 -0.589 8.700 -0.1 0.0 -0.4
C -1.398 -0.150 7.559 0.2 0.3 0.3
H -1.995 0.077 5.469 0.0 -0.1 0.1
H -1.926 -1.595 6.057 0.0 0.1 0.0
H -3.960 0.526 6.821 0.0 -0.1 0.0
H -4.298 -1.119 6.250 0.1 0.1 0.1
H -3.509 -2.080 8.323 -0.1 0.0 0.0
H -4.212 -0.562 8.926 0.2 0.0 0.0
H -1.305 0.940 7.620 0.1 0.0 -0.1
H -0.397 -0.588 7.585 -0.1 0.0 0.1
```
Forces are in eV/Å.

Output
Charge = +1
Total energy = -86716.72670 eV
Highest occupied orbital energy = -10.6 eV
HOMO-LUMO gap = 0.1903 hartree
E_LUMO = -0.19876 hartree



5.
The following is a quantum chemistry calculation of C21H39AlBrO7 as an isolated structure in a non-equilibrium geometry, from OMol25.

```
69
Properties=species:S:1:pos:R:3:forces:R:3
C 2.693 -0.406 -1.847 0.1 1.4 0.7
C 1.680 0.191 -1.491 -0.3 0.3 0.4
C 0.459 1.068 -1.005 1.5 0.1 -1.0
C -0.700 1.186 -2.083 0.4 -0.5 -0.7
C -1.706 -0.046 -2.154 -0.5 0.9 -0.2
Al -2.161 -0.950 -0.381 -0.1 -1.1 -0.5
C -0.520 -1.977 0.352 0.1 -1.5 -0.9
C 0.275 -2.726 -0.522 -0.5 1.3 1.9
C -3.565 -2.421 -0.803 -0.1 -0.4 0.4
C -3.240 -3.829 -0.115 -0.9 -0.4 -0.6
C -2.567 -4.868 -1.112 0.3 0.0 1.2
O -3.097 -6.202 -0.779 0.9 0.2 -1.0
C -2.865 0.294 1.091 -1.3 -0.9 1.1
Br -2.356 2.212 0.903 0.0 -0.2 0.2
C -4.467 0.278 1.241 0.4 0.7 0.1
C -5.185 0.632 -0.143 -0.4 -0.6 0.3
H 3.793 -0.588 -1.973 -2.0 -0.1 0.0
H 0.900 2.117 -0.892 -0.4 -1.3 -0.1
H 0.127 0.762 0.027 0.2 0.0 -1.2
H -0.193 1.269 -3.104 -0.5 0.2 1.3
H -1.229 2.171 -1.897 0.4 -1.3 -0.1
H -2.691 0.369 -2.567 1.1 -0.6 0.4
H -1.393 -0.852 -2.898 -0.1 1.0 0.9
H -0.258 -1.932 1.464 0.7 0.5 -1.6
H 1.386 -2.765 -0.318 -1.2 -0.9 -0.2
H -0.155 -3.232 -1.436 0.8 1.3 0.6
H -4.608 -2.128 -0.463 1.1 -0.3 -0.5
H -3.604 -2.575 -1.924 -0.1 0.1 1.1
H -4.241 -4.291 0.189 1.3 0.3 -0.4
H -2.643 -3.752 0.846 -0.4 0.0 -1.2
H -1.447 -4.944 -0.920 -1.3 0.5 -0.5
H -2.778 -4.638 -2.201 0.2 -0.1 1.2
H -2.515 -6.802 -1.289 -0.7 0.3 0.6
H -2.391 -0.065 2.068 -0.7 0.8 -1.1
H -4.771 1.059 2.017 0.4 -1.0 -0.9
H -4.807 -0.724 1.653 0.5 1.0 -0.7
H -4.407 0.895 -0.918 -1.0 -0.1 0.8
H -5.761 -0.267 -0.535 0.8 1.1 0.4
H -5.952 1.463 -0.012 1.2 -0.9 -0.3
C 1.349 -1.503 7.862 -0.2 0.3 0.0
C 2.185 -2.300 6.881 0.1 0.0 0.5
O 1.647 -2.211 5.558 0.2 0.0 -0.2
C 1.925 -1.076 4.897 -0.3 0.1 -0.3
O 2.582 -0.153 5.317 -0.1 -0.3 0.0
O 1.328 -1.134 3.703 0.3 -0.1 0.5
C 1.472 0.054 2.921 0.0 0.4 -0.4
H 0.300 -1.802 7.804 0.1 -0.1 0.0
H 1.705 -1.652 8.884 0.0 0.0 -0.1
H 1.388 -0.435 7.638 0.1 -0.1 0.0
H 2.162 -3.356 7.156 -0.1 0.0 -0.3
H 3.232 -1.986 6.895 -0.1 0.1 -0.1
H 2.519 0.342 2.825 -0.1 0.0 0.2
H 0.889 0.863 3.366 0.1 0.0 0.0
H 1.079 -0.152 1.926 0.0 -0.3 0.2
C 4.987 5.923 -3.532 0.2 -0.2 -0.1
C 3.513 5.883 -3.182 0.3 0.3 0.3
O 2.775 5.132 -4.152 -0.2 -0.2 0.0
C 2.858 3.797 -4.030 0.0 -0.2 -0.1
O 3.479 3.199 -3.189 -0.1 0.2 -0.2
O 2.147 3.245 -5.022 0.1 0.3 0.2
C 2.216 1.817 -5.062 -0.1 -0.5 0.0
H 5.130 6.284 -4.554 -0.1 0.1 0.1
H 5.530 6.577 -2.846 -0.1 0.0 0.0
H 5.433 4.927 -3.481 -0.1 0.1 0.1
H 3.107 6.896 -3.199 -0.2 -0.2 -0.2
H 3.348 5.486 -2.178 0.0 -0.2 -0.2
H 1.955 1.377 -4.099 0.2 0.1 0.0
H 3.216 1.503 -5.370 0.0 0.0 0.2
H 1.499 1.469 -5.805 0.0 0.3 0.0
```
Forces are in eV/Å.

Output
Charge = -1
Total energy = -113378.95877 eV
Highest occupied orbital energy = -4.5 eV
HOMO-LUMO gap = 0.2597 hartree
E_LUMO = 0.09278 hartree



6.
The following is a quantum chemistry calculation of one molecule with the formula C3H4N2S2 in a non-equilibrium geometry, from OMol25.

```
11
Properties=species:S:1:pos:R:3:forces:R:3
C -0.959 1.360 -0.392 -0.4 -0.3 0.0
C -1.625 -0.978 0.508 -1.1 0.6 -0.4
C 0.190 0.867 -0.003 -1.3 -3.1 1.1
N -0.417 -1.068 0.714 2.1 2.5 -0.6
N 2.486 -0.434 -0.107 0.0 0.3 0.0
S -2.445 0.476 -0.132 0.1 0.1 -0.1
S 1.827 1.096 0.267 0.6 -0.3 0.0
H -1.091 2.277 -0.941 0.1 0.2 -0.1
H -2.342 -1.774 0.679 -0.1 -0.3 0.1
H 2.333 -0.686 -1.078 0.0 0.1 0.1
H 2.044 -1.135 0.485 0.0 0.1 -0.1
```
Forces are in eV/Å.

Output
Total energy = -27823.22729 eV
Highest occupied orbital energy (alpha / beta) = -8.4 / -8.4 eV
HOMO-LUMO gap (alpha / beta) = 0.3045 / 0.3046 hartree
E_LUMO (alpha / beta) = -0.00273 / -0.00273 hartree